Record 1
{"formula": "C5H12N2O", "method": "ωB97M-V with the def2-TZVPD basis set", "total_charge": 0, "homo_lumo_gap_ha": 0.370, "smiles": "CCCNC(=O)CN", "e_homo_ev": -9.3, "e_lumo_ha": 0.030, "relative_energy_kj_mol": 284.64, "fmax_ha_per_bohr": 0.087, "species": ["C", "C", "C", "N", "C", "O", "C", "N", "H", "H", "H", "H", "H", "H", "H", "H", "H", "H", "H", "H"], "positions_angstrom": [[-0.19381, 0.58982, -2.61136], [-0.21287, -0.38551, -1.41482], [0.97439, -0.24431, -0.54410], [0.85123, 0.90687, 0.36972], [0.23513, 0.98106, 1.61842], [0.13064, 2.15493, 1.99034], [0.00966, -0.33124, 2.43811], [-1.05184, -1.19691, 1.84317], [0.26980, 1.57745, -2.44064], [0.35171, 0.29638, -3.48409], [-1.40189, 0.68091, -2.87223], [-0.40718, -1.44167, -1.81223], [-1.16842, -0.25659, -0.94835], [0.95549, -1.15036, 0.16778], [1.93502, -0.18085, -1.10890], [0.68076, 1.86311, -0.17817], [0.99573, -0.71604, 2.56145], [-0.47716, -0.23458, 3.52899], [-0.88246, -2.11960, 1.82854], [-1.59392, -0.79289, 1.06836]]}

Record 2
{"formula": "C5H12N2O", "method": "ωB97M-V with the def2-TZVPD basis set", "total_charge": 0, "homo_lumo_gap_ha": 0.366, "smiles": "C=N/C=C/CCN.O", "e_homo_ev": -9.2, "e_lumo_ha": 0.028, "relative_energy_kj_mol": 399.57, "fmax_ha_per_bohr": 0.094, "species": ["C", "N", "C", "C", "C", "C", "N", "H", "H", "H", "H", "H", "H", "H", "H", "H", "H", "O", "H", "H"], "positions_angstrom": [[-3.00651, 0.33039, -0.19512], [-2.46854, 1.25587, 0.47769], [-1.01775, 1.45421, 0.32362], [-0.00470, 1.23908, 1.09933], [1.38965, 1.18272, 0.71667], [1.76681, -0.21217, 0.06542], [0.77706, -0.44034, -1.02945], [-2.43420, -0.26548, -1.04051], [-4.08168, 0.04196, -0.15217], [-0.85552, 1.83356, -0.69110], [-0.19972, 1.05273, 2.22896], [2.07609, 1.42928, 1.52521], [1.74819, 2.04859, 0.06866], [1.53949, -0.96906, 0.67429], [2.77028, -0.32560, -0.24304], [-0.11969, -0.09663, -0.67815], [1.10566, 0.02354, -1.81994], [0.39434, -3.46763, -0.75366], [1.03766, -2.89925, -0.30163], [-0.41691, -3.21577, -0.27506]]}

Record 3
{"formula": "C5H12N2O", "method": "ωB97M-V with the def2-TZVPD basis set", "total_charge": 0, "homo_lumo_gap_ha": 0.373, "smiles": "CC(=O)N(N)C(C)C", "e_homo_ev": -9.3, "e_lumo_ha": 0.031, "relative_energy_kj_mol": 155.26, "fmax_ha_per_bohr": 0.044, "species": ["C", "C", "O", "N", "N", "C", "C", "C", "H", "H", "H", "H", "H", "H", "H", "H", "H", "H", "H", "H"], "positions_angstrom": [[2.27228, -1.17067, -0.88233], [0.84256, -0.71253, -0.74862], [0.00465, -0.83242, -1.63326], [0.53016, -0.02508, 0.36868], [1.51040, 0.17580, 1.35195], [-0.96599, 0.52693, 0.44471], [-1.99542, -0.58929, 0.46669], [-1.24811, 1.58274, -0.60960], [2.59507, -1.69539, 0.01299], [2.34596, -1.84598, -1.73102], [2.91852, -0.30817, -1.02765], [1.20721, -0.23499, 2.23277], [1.65237, 1.17203, 1.50605], [-0.93223, 1.00339, 1.42984], [-1.71922, -1.35723, 1.18715], [-2.96657, -0.18222, 0.74734], [-2.07743, -1.04690, -0.51451], [-0.45788, 2.33116, -0.63037], [-2.18875, 2.08263, -0.37933], [-1.32757, 1.12618, -1.59145]]}